Entry 1:
Molecular formula: CH4CsN2O
Method: DFT, ωB97M-V/def2-TZVPD

CARTESIAN COORDINATES (ANGSTROEM)
Cs: -20.3564 -9.9634 13.3444
C: -17.3823 -7.8064 13.7481
O: -16.2424 -7.7548 13.3294
N: -17.7929 -8.6170 14.7573
N: -18.4303 -7.0876 13.2114
H: -17.0146 -9.0702 15.2208
H: -18.6872 -8.5178 15.1867
H: -19.2454 -7.0891 13.7948
H: -18.1341 -6.2151 12.7953

Its charge is +1. The HOMO energy is -0.508 Ha. As for the spin multiplicity: 1.

Entry 2:
Molecular formula: CH4F2O
Method: DFT, ωB97M-V/def2-TZVPD

CARTESIAN COORDINATES (ANGSTROEM)
F: -0.9238 -2.2790 0.7974
C: -0.7119 -1.0354 1.2661
F: -0.0484 -1.1208 2.4754
H: -0.0483 -0.5003 0.5598
H: -1.6647 -0.4748 1.3231
O: 0.9306 2.1050 -1.9694
H: 1.8931 1.9111 -1.9037
H: 0.5734 1.3943 -2.5487

The HOMO energy is -0.434 Ha. As for the spin multiplicity: 1. Its structure (SMILES) is FCF.O.

Entry 3:
Molecular formula: CH4FIP2
Method: DFT, ωB97M-V/def2-TZVPD

CARTESIAN COORDINATES (ANGSTROEM)
C: -1.9267 -0.4285 -0.7202
F: -2.1840 -1.5913 -1.2299
P: 0.0242 -2.3120 0.8631
P: -0.3433 -0.3819 0.3329
I: -3.9293 0.2151 0.1411
H: -1.6087 0.1657 -1.6058
H: -1.1570 -2.7452 0.1929
H: 0.0310 -4.4558 -1.4710
H: -0.3309 -3.7805 -1.6633

The HOMO energy is -0.354 Ha. As for the spin multiplicity: 1.

Entry 4:
Molecular formula: CH4FN2O
Method: DFT, ωB97M-V/def2-TZVPD

CARTESIAN COORDINATES (ANGSTROEM)
C: -0.4216 -0.3016 0.9352
N: -1.0203 -0.1525 -0.2968
N: -1.4434 -0.0824 -1.3290
O: -1.8966 0.0408 -2.3552
F: 2.3267 0.7519 -0.2767
H: 0.6611 -0.1483 0.8315
H: -0.8271 0.4495 1.6246
H: -0.6254 -1.3003 1.3309
H: 3.2466 0.7428 -0.4645

Its charge is +1. The HOMO energy is -0.663 Ha. As for the spin multiplicity: 1.

Entry 5:
Molecular formula: CH4FN2O
Method: DFT, ωB97M-V/def2-TZVPD

CARTESIAN COORDINATES (ANGSTROEM)
C: 1.9030 -0.3607 0.0817
N: 0.6309 -0.2392 0.1514
N: -1.6141 0.4841 0.2487
O: -2.3606 0.6323 -0.6743
F: 2.6292 0.4924 -0.6702
H: 0.2331 -0.8681 0.8678
H: -1.1517 1.3731 0.4549
H: 2.3940 -1.2232 0.5010
H: -2.6638 -0.2907 -0.9609

Its charge is +1. The HOMO energy (alpha / beta) is -0.594 / -0.594 Ha. As for the spin multiplicity: 1.

Entry 6:
Molecular formula: CH4FN3O
Method: DFT, ωB97M-V/def2-TZVPD

CARTESIAN COORDINATES (ANGSTROEM)
H: 0.8036 -1.9380 0.5518
N: -0.1269 -1.7459 0.0125
N: -0.8973 -0.9470 0.5899
H: -1.6950 -0.8019 -0.1504
N: -0.0160 1.5965 -0.7186
C: 0.5789 0.7064 -1.2730
O: 1.2000 -0.2465 -1.4913
H: -0.0101 2.5755 -0.8923
F: 0.3688 0.6460 1.9985
H: -0.2060 0.1548 1.3730

The HOMO energy is -0.377 Ha. As for the spin multiplicity: 1. Its structure (SMILES) is [H]/N=N/[H].N=C=O.F.

no.,E_tot (Ha)
1,-245.216590
2,-315.455720
3,-1120.652894
4,-324.709788
5,-324.672813
6,-379.810870